Entry 1:
C71H123N3O25 | ωB97M-V/def2-TZVPD

Properties
net charge: 0
HOMO energy: -7.378 eV
molecular weight: 1418.76 g/mol
spin multiplicity: 1

Positions of all 222 atoms, in Å:
O: -5.03083 -2.57714 -3.80506
O: 0.70017 -4.17814 8.22088
O: 3.04614 -0.37265 -4.84783
O: 0.14519 3.72022 5.10717
O: -5.56835 -2.51840 -1.61114
O: -3.83253 -2.66744 5.66992
O: -2.65833 -8.30922 -0.75414
O: -2.04194 2.04790 -5.69049
O: 3.04795 -5.16113 -2.71692
O: 3.52304 0.50025 -2.78768
O: 2.07010 3.29178 4.01709
O: 5.20335 -2.18483 4.31060
O: -1.88657 7.89709 -0.64320
O: -1.66367 0.23726 -7.04991
O: 4.20372 -1.23492 2.60958
O: -1.42140 5.72396 -0.66412
O: -4.78108 -2.35412 3.66413
O: 5.50465 7.25617 -1.25500
O: 4.16861 -6.06859 -4.46612
O: 2.83906 7.54044 -0.02691
O: 2.14352 -4.55823 6.50496
O: -1.89264 0.71601 -0.98761
O: -6.58688 1.47482 -0.32647
O: -4.52623 0.48151 -0.48678
O: 1.53229 5.77894 0.35662
N: -2.60487 -7.65744 0.48241
N: 5.32534 5.99298 -0.77761
N: -1.13397 -0.06021 -0.11692
C: -0.57568 1.55362 5.37656
C: -0.34646 -8.52541 1.08458
C: 5.02482 3.33311 0.17958
C: -0.56900 5.37573 -2.75515
C: 6.10082 6.79169 1.49512
C: -3.07923 -1.33441 2.45782
C: -1.25095 -7.25205 0.91474
C: -5.07235 -7.34490 0.34136
C: 2.23400 6.84986 0.73996
C: 4.80004 5.05007 -1.78108
C: 2.48181 -3.96747 5.22181
C: 0.62647 -0.34427 1.52057
C: -7.77350 -1.82976 -1.72205
C: 0.46417 -2.93024 6.20092
C: -4.57322 -1.75136 2.37121
C: -5.28154 1.37250 -0.07065
C: 5.21174 -1.33180 3.46918
C: 1.15116 -3.90710 7.11629
C: -3.75721 -2.15635 4.58385
C: -1.53737 6.88383 -1.25334
C: -0.80875 -1.29303 -0.89279
C: 1.33923 -4.23173 -3.98785
C: 2.22478 1.50700 -5.96392
C: -2.21176 0.84776 -5.97704
C: -5.89805 3.62413 0.53900
C: 5.46164 4.46056 1.15298
C: 3.69456 5.64472 -2.67141
C: 6.00264 4.55579 -2.69864
C: -2.34821 -5.44084 2.49227
C: 1.05239 6.16144 2.56020
C: -0.79381 1.71600 1.57386
C: -7.20026 -1.72478 -3.12325
C: 1.02312 5.02325 1.45953
C: -0.09470 0.71604 0.62628
C: 5.81608 0.29772 2.05012
C: 0.03736 -1.07682 -2.16307
C: -2.06817 -1.99752 -1.31244
C: -5.81553 -2.31533 -2.91185
C: 2.30114 1.81205 -4.48983
C: -1.30196 -6.57944 2.29638
C: 2.27206 6.99253 2.24718
C: 6.28893 -0.37393 3.30298
C: 1.12766 2.87584 4.68003
C: -4.85092 2.56875 0.76588
C: 2.47187 -0.02200 -6.09640
C: 4.32857 -0.05052 1.86212
C: -2.12057 -1.12834 -7.23661
C: -1.18447 6.76587 -2.72880
C: 1.37364 -2.94445 4.96704
C: -3.12321 -0.11823 -5.31548
C: -6.57554 -1.98236 -0.80892
C: 3.12715 -5.60705 -3.97093
C: -0.85114 3.00156 5.83143
C: 0.93692 1.48469 5.14071
C: 1.84886 -5.45329 -4.70362
C: -7.07549 2.69388 0.12209
C: -2.69058 -1.24148 3.96466
C: -0.03566 -2.32952 0.06853
C: 7.57535 5.32854 0.04400
C: 1.05200 1.26372 -0.22630
C: 1.81883 -4.59721 -2.59996
C: -3.51691 -5.60913 -0.62173
C: 2.99720 0.61957 -3.88546
C: 1.07530 -1.70033 0.87176
C: -1.12312 4.65632 -1.56483
C: 6.07799 5.65660 0.42137
C: -3.69484 -6.61627 0.51823
C: -2.74816 -1.56637 -5.85301
C: 4.25015 3.79214 -1.02994
C: -3.75150 -5.91445 1.91599
C: -0.53290 -6.22230 0.02692
H: -0.33924 -6.23745 2.67626
H: -6.06060 4.14131 1.48463
H: 1.18633 -6.26044 -4.39109
H: 5.57082 4.50107 -3.69794
H: -1.78344 -2.90869 -1.83856
H: 4.37994 2.59619 0.65831
H: 2.46486 -4.65803 4.37864
H: -3.46451 -2.37148 -6.01655
H: 1.27394 1.86233 -4.12867
H: 0.45566 -3.07558 -0.55603
H: -4.60181 -2.49511 1.57490
H: 1.00209 -3.23143 3.98332
H: -4.16424 -6.63572 2.62133
H: -7.23505 -0.73260 -3.57321
H: 0.18512 6.82150 2.57656
H: -0.53237 -0.49188 -2.88511
H: -1.81487 3.45834 5.60629
H: -0.81778 2.99497 6.92091
H: 7.68582 4.42667 -0.55812
H: 6.44671 3.58190 -2.49262
H: -3.85648 2.74014 0.35376
H: 6.30100 7.82007 1.19435
H: -2.70601 -4.91990 -0.38615
H: 1.88433 -1.98576 4.87643
H: -0.99578 0.88102 6.12437
H: -2.52582 -7.60205 -1.38971
H: 3.46740 -3.50195 5.22365
H: 2.80159 5.94573 -2.12359
H: -2.50590 -1.37288 -2.09112
H: -1.70166 -1.67546 4.11233
H: 6.45807 0.21493 4.20450
H: -1.64083 2.25465 1.14901
H: -0.13785 2.42416 2.08012
H: -2.98394 -0.34971 2.00022
H: -0.76788 4.79713 -3.65725
H: 2.77777 2.76400 -4.25593
H: 3.13074 -0.25719 -6.93226
H: 1.06125 5.70917 3.55191
H: 4.03905 6.52087 -3.22074
H: -0.54470 -9.32031 0.36561
H: 0.73340 -8.37880 1.10700
H: -7.61246 3.26598 -0.63452
H: 1.10543 0.81353 4.29854
H: -4.71400 2.18924 1.77847
H: -2.92930 -0.30072 4.46074
H: 1.94662 -5.41865 -5.78868
H: -4.09137 -0.00138 -5.80243
H: 2.15980 8.02143 2.58905
H: -3.45584 -6.05416 -1.61487
H: -0.65183 -5.17780 0.31494
H: 0.50678 -6.45440 -0.20395
H: -2.86914 -2.26317 -0.62253
H: -2.02024 4.09405 -1.82396
H: -3.14428 0.07762 -4.24342
H: -1.20657 1.11486 2.38403
H: 1.54208 -0.57816 -6.21599
H: 5.95187 1.37684 1.97826
H: 1.15360 -5.27188 -2.06107
H: 1.73502 4.20650 1.57887
H: 0.24962 -4.24174 -3.96044
H: 0.00169 4.67886 1.29769
H: -1.10048 1.31396 4.45178
H: -0.56516 3.84419 -1.09873
H: -5.87340 -6.70910 0.71842
H: 3.27227 3.99352 -0.59255
H: 0.14974 -0.58051 2.47190
H: 6.26683 3.94441 1.67582
H: 1.41492 -2.26602 1.73937
H: -0.71479 -2.89430 0.70720
H: 4.69970 7.67696 -0.94422
H: 0.98671 -0.55428 -2.04570
H: 0.51767 5.45971 -2.76916
H: 1.28164 1.78993 -6.43141
H: -7.74335 2.39389 0.92961
H: 6.87256 6.59223 2.23857
H: -5.60433 4.35083 -0.21845
H: -1.64829 -7.33897 2.99729
H: -4.38492 -5.02757 1.89757
H: -2.76224 0.54994 -0.61635
H: -4.38462 -4.95046 -0.65802
H: 1.86866 -1.35000 0.21150
H: 7.20119 -0.93604 3.10318
H: 3.30949 4.92478 -3.39356
H: -5.05872 -8.31931 0.82967
H: 0.50999 1.67189 -1.07936
H: -1.26204 -1.74051 -7.51280
H: -1.93924 -1.86047 -5.18422
H: -2.84241 -1.23993 -8.04568
H: 5.90347 2.85224 -0.25033
H: -2.17611 6.93572 -3.14821
H: 6.29302 -0.16563 1.18644
H: -5.29126 -0.93644 2.27950
H: 3.07932 6.51802 2.80510
H: 5.19041 6.80353 2.09439
H: -0.50822 7.57975 -2.99036
H: -8.34973 -0.91673 -1.57236
H: 1.53705 0.13077 1.88562
H: 0.44116 -1.96542 -2.64830
H: -0.42255 -8.95870 2.08186
H: -8.50739 -2.63294 -1.65560
H: -2.02756 -4.43904 2.20652
H: -6.92204 -2.59316 0.02473
H: 4.12128 -0.06942 0.79218
H: 4.09763 2.94681 -1.70095
H: 4.69158 4.58253 1.91473
H: -0.99066 -6.29315 -0.95976
H: 8.08017 6.11743 -0.51360
H: -0.51580 -3.21048 5.81461
H: 1.63720 1.20498 5.92778
H: -2.58048 -5.25024 3.54005
H: 6.71005 5.36425 -2.88320
H: 1.47703 2.08717 0.34763
H: 3.12245 1.94458 -6.40074
H: 1.82808 0.63286 -0.65968
H: -7.66368 -2.40093 -3.84171
H: 3.69294 0.66145 2.38858
H: 8.21937 5.08604 0.88929
H: 1.82743 -3.33552 -4.37069
H: 0.50852 -2.00942 6.78249
H: -2.41154 -1.99448 1.90410
H: 2.05174 -3.72149 -1.99418
H: -5.30671 -7.58325 -0.69612
H: -6.34768 -1.00301 -0.38814

***

Entry 2:
C71H157N7O15 | ωB97M-V/def2-TZVPD

Properties
net charge: 0
HOMO energy: -7.586 eV
molecular weight: 1349.07 g/mol
spin multiplicity: 1
SMILES: CC1(C)CCCC(C)(C)N1O.CC1(C)CCCC(C)(C)N1O.CC1(C)CCCC(C)(C)N1O.CC1(C)CCCC(C)(C)N1O.CC1(C)CCCC(C)(C)N1O.CC1(C)CCCC(C)(C)N1O.CC1(C)CCCC(C)(C)N1O.OCCO.OCCO.OCCO.OCCO

Positions of all 250 atoms, in Å:
O: 0.50034 -2.03252 -6.91335
O: -1.70414 -4.74804 -4.93977
O: 2.01035 0.37772 -0.39343
O: -7.66326 1.22098 -0.21118
O: 7.74339 2.37755 4.10677
O: -3.45773 -4.23203 -7.20289
O: 5.08808 -1.28125 -1.99683
O: -0.75511 -6.85684 -1.03663
O: 3.91245 -5.13214 2.96258
O: 0.05093 -1.18175 -1.94402
O: 2.25045 7.75177 -3.81197
O: -0.32128 -5.99656 2.43995
O: -1.13742 5.09302 6.30434
O: -3.74354 -3.96026 3.44061
O: 3.58896 0.01777 -3.93324
N: -1.89779 4.71651 5.26934
N: -0.07263 -1.98199 -8.12177
N: 1.10944 7.18585 -3.35779
N: -7.87821 0.55199 -1.40488
N: 4.93539 -5.34333 3.84626
N: 8.31604 3.13395 3.07950
N: -3.92105 -4.15538 4.85068
C: 0.66836 -2.71261 -9.22550
C: 5.37560 -2.75971 4.08803
C: 9.44539 4.60278 0.72656
C: -6.61221 -0.06097 -1.96450
C: -1.45785 5.96719 -2.59421
C: -3.61187 -3.47613 7.15891
C: 8.62470 5.29284 1.84856
C: -3.84000 -1.60972 5.36318
C: 7.53658 5.26440 4.04480
C: 1.14004 5.71562 -3.05338
C: -0.86326 -0.68315 -8.37462
C: 6.55047 -4.50036 5.47300
C: -0.63321 -6.77810 1.30864
C: 8.93484 2.33411 1.99734
C: -5.34304 -6.02945 4.50784
C: -0.07681 -2.62578 -10.51102
C: -0.16872 3.23495 4.54066
C: 7.66207 4.39622 2.73687
C: 5.31339 -7.65413 3.01495
C: 3.97346 -7.25789 5.13251
C: -0.18801 -0.71489 -0.70561
C: -0.76135 -1.27309 -10.91721
C: -1.13444 4.37746 4.05445
C: -0.03126 5.45628 -2.16750
C: 4.92425 0.20174 -3.97263
C: -5.59516 -4.88416 6.56644
C: 5.15657 -4.21528 4.79801
C: 7.93529 1.71126 0.97178
C: 0.02017 0.59973 -8.47676
C: 5.15908 -6.78939 4.25694
C: 1.09914 -0.59245 0.11238
C: 5.58446 -1.01373 -3.25876
C: -4.08822 5.32750 6.52559
C: 1.02262 4.83784 -4.34579
C: 6.29648 4.21266 2.09598
C: 0.11523 9.45124 -3.27761
C: -6.95935 -0.66939 -3.32172
C: -5.62817 1.12171 -2.34090
C: -3.37297 4.43011 2.76062
C: -3.07494 -4.27552 -4.79853
C: -0.54523 -5.96913 -0.02392
C: -0.36441 7.86682 -5.19614
C: -5.85049 -0.93700 -0.98540
C: -0.20448 5.58197 3.60049
C: -1.98595 -0.42050 -7.33513
C: -3.92586 -4.80877 -6.02170
C: 2.37893 5.33268 -2.18285
C: 6.48872 -6.94025 4.97267
C: 9.78728 1.20129 2.62164
C: -10.35712 0.62571 -1.17829
C: -3.17513 6.89739 4.87205
C: -4.03773 4.55819 4.12919
C: -9.14835 -0.30814 -1.32308
C: 0.71988 -4.17651 -8.86022
C: -5.03920 -3.77591 7.41937
C: 2.09145 -2.04720 -9.42002
C: -6.43402 -3.73204 4.56769
C: 9.97046 3.27894 1.30285
C: -1.85782 -3.21962 5.63528
C: -3.25923 5.39792 5.16175
C: 6.71149 -5.88703 6.14365
C: -3.35045 -3.06605 5.67233
C: -2.05557 3.73838 2.96651
C: 4.10867 -3.97991 5.87975
C: -0.06586 7.95274 -3.70617
C: -1.63137 -0.77590 -9.74790
C: -5.30464 -4.63844 5.15854
C: -9.33562 -1.04378 -2.66518
C: -8.01021 -1.74862 -3.03968
C: -9.07546 -1.26795 -0.14863
C: -1.31425 7.46094 -2.85812
H: 5.69435 -1.94970 4.74407
H: 6.14598 -7.26894 2.42630
H: 0.31363 5.30518 2.68231
H: -4.35913 -6.49566 4.55959
H: -0.85694 -1.43120 -0.22861
H: 0.61273 3.56972 5.22284
H: 8.78993 4.39772 -0.11985
H: 7.11635 6.23671 3.78763
H: 6.08908 -2.78749 3.26447
H: 0.53017 0.74440 -9.42916
H: 2.85735 7.80025 -3.06973
H: 4.51284 -4.25331 6.85443
H: 1.26079 -4.27371 -7.91891
H: -3.36917 -1.18524 4.47648
H: 10.40662 1.64650 3.40030
H: -1.64361 -7.16910 1.42829
H: -1.54293 -4.21539 5.94734
H: -1.44622 4.46610 6.96254
H: -2.89121 7.05665 3.83180
H: -2.17584 2.67367 3.16659
H: -4.92318 -1.50723 5.29740
H: -6.16509 1.88442 -2.90488
H: -0.24223 -4.68071 -8.76948
H: 0.44544 5.85205 4.43282
H: -2.08410 0.17807 -10.01826
H: -9.61524 -0.31704 -3.42792
H: 6.49196 -7.87890 5.52677
H: 6.34315 4.18379 1.00735
H: 8.48455 5.49000 4.53321
H: -10.12260 -1.37781 0.13340
H: -8.67740 -2.25134 -0.39880
H: -0.55902 1.52289 -8.45661
H: -1.31862 -5.20831 -0.12942
H: -10.14840 -1.76446 -2.57516
H: 2.46528 5.70293 -1.16130
H: 5.63614 -8.66325 3.27109
H: 4.45871 -2.36136 3.65359
H: -4.24315 3.52574 4.41196
H: 5.33745 -1.86588 -3.89195
H: -4.76582 0.88501 -2.96413
H: 2.42228 -1.43728 -8.57939
H: -1.04126 7.05120 -5.45060
H: -1.39788 -3.03835 4.66384
H: 10.69336 3.45868 2.09857
H: 9.35439 5.79756 2.48172
H: 0.70730 -2.79064 -11.25001
H: -0.74519 6.47273 3.28068
H: 9.12690 0.43785 3.03292
H: -2.15996 7.81272 -3.44899
H: -3.45031 -4.74616 -3.88985
H: -7.42723 -4.17639 4.50287
H: 2.76437 -2.83950 -9.74793
H: -3.99664 4.29521 6.86337
H: 0.67748 0.64613 -7.60849
H: 0.89641 9.90723 -3.88582
H: -0.54801 2.36109 5.07039
H: 5.20933 0.27519 -5.02212
H: -0.19097 4.38076 -2.09103
H: -3.17769 -4.46445 7.30991
H: 3.98570 -8.34538 5.20545
H: -5.13375 -5.80522 6.92259
H: 7.44931 2.43899 0.32191
H: -1.61770 -0.43301 -6.30929
H: 3.14114 -5.32266 3.50146
H: -10.41580 1.26700 -0.29885
H: 5.08058 1.09867 -3.37332
H: -8.18351 -2.41033 -3.88833
H: -4.18019 7.23328 5.12727
H: 6.84223 -3.74240 6.19997
H: -3.09710 -2.81290 7.85407
H: -2.50481 -4.18526 -7.09639
H: 0.05964 -0.56641 -11.03838
H: 0.43645 -5.51464 -0.15746
H: -6.67517 -4.98259 6.67587
H: -2.49568 7.47953 5.49459
H: 7.16425 1.40383 1.67824
H: -2.40160 -1.54407 -9.67891
H: 8.47159 0.92495 0.44057
H: -8.49878 -0.96540 0.72545
H: -1.38859 8.10664 -1.98311
H: 0.44096 -0.50491 -2.50202
H: -6.11503 -6.73553 4.81375
H: -3.10325 -3.19369 -4.66838
H: 4.10585 -6.90914 6.15669
H: -0.76716 10.05809 -3.48063
H: -2.81296 -1.11431 -7.48605
H: 7.34247 -6.91026 4.29568
H: 10.67308 2.68497 0.71835
H: 3.45958 0.07205 -2.98355
H: -5.64175 -2.87080 7.34306
H: -3.54161 5.87426 7.29394
H: 10.47691 0.84371 1.85702
H: 0.52436 7.89216 -5.82665
H: -5.62113 -0.32184 -0.11530
H: -7.81270 -2.45915 -2.23703
H: -0.71067 -3.48089 -10.74577
H: 6.81549 4.77310 4.69806
H: -5.14546 5.58860 6.57234
H: 2.43866 4.24534 -2.13555
H: -1.12374 -4.02923 -5.20059
H: -6.23322 -3.32161 3.57808
H: -1.51127 3.88075 2.03293
H: 7.27541 -4.33299 4.67641
H: -7.78637 2.10806 -0.55691
H: -3.79211 -5.88697 -6.10947
H: -3.41143 -0.96252 6.12839
H: -2.51708 0.52598 -7.43595
H: -4.96898 5.07916 3.90679
H: 1.19642 -1.38514 -7.04743
H: -2.14138 5.84076 -1.75463
H: 2.14533 -1.32040 -10.23056
H: -11.36637 0.22163 -1.25733
H: 10.26797 5.18203 0.30713
H: -6.37391 -1.83267 -0.65090
H: 4.41885 -7.77924 2.40482
H: 0.39435 9.53991 -2.22769
H: -1.11329 -5.68847 2.88649
H: -6.08421 -1.27363 -3.56075
H: 8.29029 2.57219 4.87139
H: -1.78062 5.40363 -3.46960
H: -4.91144 -1.31002 -1.39423
H: 0.11850 5.79849 -1.14350
H: -1.41038 -2.46465 6.28175
H: -0.98660 8.72896 -5.43635
H: 2.95304 0.21707 -0.30900
H: 1.37719 -4.67685 -9.57136
H: -5.40984 -5.87573 3.43081
H: -1.36344 -1.33774 -11.82352
H: -10.35423 1.24582 -2.07470
H: 3.79648 -2.94431 6.01456
H: 1.97418 4.64208 -4.84007
H: 5.30895 -2.18306 -1.75279
H: 6.03496 -5.94012 6.99664
H: 0.32437 5.39703 -4.96856
H: 1.66270 -1.52410 0.06204
H: 3.21316 -4.58098 5.72209
H: -3.24912 5.35366 2.19508
H: -0.65135 0.27118 -0.67287
H: 0.07278 -7.59727 1.17213
H: -6.48551 -2.82100 5.16389
H: 7.71435 -5.99847 6.55590
H: -4.01396 3.96635 2.01085
H: -4.97675 -4.52820 -5.95108
H: 3.22064 5.59501 -2.82379
H: -4.32516 -3.20311 3.34044
H: 2.99845 -6.97195 4.73793
H: -5.17082 1.59315 -1.47103
H: -7.24669 0.09012 -4.04882
H: 6.67053 -0.92925 -3.22102
H: -0.64509 -6.45290 -1.90053
H: 5.79424 3.34168 2.51698
H: 0.40556 2.91454 3.67139
H: -5.11224 -3.97936 8.48773
H: 0.67518 3.84396 -4.06370
H: 5.59616 5.02235 2.30105
H: 8.14270 6.12666 1.33814
H: 0.89128 -0.48019 1.17647

***

- The highest HOMO energy belongs to which entry?
  C71H123N3O25

***

- Among the records above, which one has the highest HOMO energy?
  C71H123N3O25